DFT (ωB97M-V with the def2-TZVPD basis set) results for an isolated ion of composition C4H11N2O and charge -1.

Values from the calculation:
Total charge: -1
Calculated total energy: -343.7404 a.u.
SMILES string: NCC[C@H](N)C[O-]
Orbital gap: 0.243 Ha
LUMO level: 4.085 eV
Strongest force on any atom: 0.81 eV/Å

Atoms and positions in Å:
N  1.89  -1.54  -0.43
C  1.85  -0.10  -0.57
C  0.67  0.67  0.06
C  -0.68  -0.04  0.06
N  -1.48  0.22  -1.15
C  -1.54  0.27  1.31
O  -2.66  -0.45  1.35
H  1.32  -1.98  -1.13
H  1.52  -1.84  0.47
H  1.85  0.13  -1.64
H  2.79  0.35  -0.23
H  0.56  1.59  -0.54
H  0.83  1.03  1.08
H  -0.54  -1.13  0.11
H  -2.43  0.04  -0.84
H  -1.40  1.21  -1.37
H  -0.87  0.17  2.22
H  -1.68  1.40  1.25

---

DFT (ωB97M-V with the def2-TZVPD basis set) results for an isolated ion of composition C4H11N2O and charge -1.

Values from the calculation:
Total charge: -1
Calculated total energy: -343.6883 a.u.
SMILES string: NCNCCC[O-]
Orbital gap: 0.238 Ha
LUMO level: 3.993 eV
Strongest force on any atom: 4.29 eV/Å

Atoms and positions in Å:
N  -2.63  -1.83  0.20
C  -1.35  -1.18  0.77
N  -0.76  -0.39  -0.24
C  0.75  -0.44  -0.29
C  1.48  0.67  0.26
C  1.51  2.06  -0.54
O  1.85  3.05  0.24
H  -2.29  -2.02  -0.76
H  -3.17  -0.99  -0.05
H  -0.69  -2.02  1.10
H  -1.80  -0.70  1.64
H  -1.07  0.54  -0.31
H  1.03  -0.51  -1.42
H  0.96  -1.36  0.21
H  1.11  0.80  1.31
H  2.55  0.51  0.25
H  2.14  1.71  -1.55
H  0.39  2.09  -0.82

---

DFT (ωB97M-V with the def2-TZVPD basis set) results for a 2-piece molecular cluster, C4H11N2O overall.

Values from the calculation:
Total charge: -2
<S²>: 0.75
Calculated total energy: -343.5579 a.u.
Orbital gap (alpha / beta): 0.099 / 0.252 Ha
LUMO level (alpha / beta): 7.050 / 6.998 eV
Spin multiplicity: 2
Strongest force on any atom: 1.50 eV/Å

Atoms and positions in Å:
N  -2.65  0.09  0.20
C  -1.63  -0.07  1.31
O  -1.00  1.08  1.55
H  -3.49  -0.49  0.39
H  -2.93  1.09  0.19
H  -2.23  -0.42  2.13
H  -0.98  -0.88  0.99
C  0.29  0.56  -1.15
C  1.44  -0.20  -0.51
C  1.71  -0.25  0.82
N  2.36  -0.82  -1.36
H  -0.46  -0.13  -1.59
H  0.56  1.24  -1.96
H  -0.30  1.12  -0.44
H  2.57  -0.87  1.13
H  1.09  0.31  1.53
H  2.39  -0.46  -2.28
H  3.27  -0.92  -0.93

---

DFT (ωB97M-V with the def2-TZVPD basis set) results for a 2-piece molecular cluster, C4H11N2O overall.

Values from the calculation:
Total charge: +1
Calculated total energy: -343.3315 a.u.
Orbital gap: 0.121 Ha
LUMO level: -8.901 eV
Strongest force on any atom: 4.07 eV/Å

Atoms and positions in Å:
O  -1.15  -0.76  0.23
C  -0.23  -1.51  -0.05
C  1.07  -1.10  -0.57
C  1.27  0.31  -0.96
C  1.71  1.15  0.31
N  2.69  0.49  1.11
N  -4.20  0.26  0.14
H  -0.49  -2.58  -0.02
H  1.55  -1.89  -1.18
H  1.98  0.55  -1.78
H  0.28  0.57  -1.28
H  1.99  2.18  -0.08
H  0.78  1.35  0.89
H  -4.45  -0.66  0.47
H  2.40  -0.37  1.56
H  3.04  1.06  1.88
H  -4.94  0.71  -0.39
H  -3.30  0.26  -0.30

---

DFT (ωB97M-V with the def2-TZVPD basis set) results for an isolated ion of composition C4H11N2O and charge +1.

Values from the calculation:
Total charge: +1
Calculated total energy: -343.2771 a.u.
Orbital gap (alpha / beta): 0.342 / 0.268 Ha
LUMO level (alpha / beta): -3.757 / -4.854 eV
Strongest force on any atom: 4.56 eV/Å

Atoms and positions in Å:
C  0.17  0.17  1.48
C  1.53  0.24  0.65
C  -0.70  0.09  -0.78
C  2.37  -0.97  0.47
N  -2.48  0.26  -2.25
N  -0.86  0.82  0.64
O  -1.22  0.68  -1.78
H  -0.02  -0.92  1.62
H  0.34  0.69  2.48
H  1.72  1.18  0.24
H  -0.97  -0.91  -0.49
H  2.40  -1.10  -0.64
H  1.95  -1.82  1.09
H  3.40  -0.63  0.85
H  -2.45  -0.67  -1.93
H  -2.45  0.33  -3.23
H  -1.82  0.68  1.02
H  -0.91  1.88  0.55

---

DFT (ωB97M-V with the def2-TZVPD basis set) results for an isolated ion of composition C4H11N2O and charge +1.

Values from the calculation:
Total charge: +1
Calculated total energy: -343.5406 a.u.
SMILES string: CC[NH2+]CC(N)=O
Orbital gap: 0.434 Ha
LUMO level: -3.103 eV
Strongest force on any atom: 1.63 eV/Å

Atoms and positions in Å:
C  -2.59  1.31  -0.42
C  -1.16  1.77  -0.64
N  -0.18  0.93  0.16
C  -0.22  -0.55  -0.08
C  1.19  -1.04  0.26
N  1.32  -2.23  0.84
O  2.10  -0.26  0.01
H  -2.71  0.28  -0.78
H  -3.22  1.95  -1.01
H  -2.82  1.25  0.63
H  -0.85  1.65  -1.67
H  -1.00  2.78  -0.30
H  0.81  1.18  0.06
H  -0.50  1.05  1.13
H  -0.42  -0.71  -1.14
H  -1.04  -1.01  0.48
H  0.55  -2.88  0.91
H  2.24  -2.57  1.06

---

DFT (ωB97M-V with the def2-TZVPD basis set) results for a 2-piece molecular cluster, C4H11N2O overall.

Values from the calculation:
Total charge: +1
Calculated total energy: -343.3531 a.u.
Orbital gap: 0.305 Ha
LUMO level: -4.199 eV
Strongest force on any atom: 4.54 eV/Å

Atoms and positions in Å:
C  2.39  0.30  -0.16
C  2.06  -1.04  0.27
C  -2.11  -0.56  -0.32
C  -1.52  0.37  0.66
N  3.16  1.15  -0.36
N  -0.77  1.45  0.13
O  0.36  1.11  -0.64
H  2.58  -1.15  1.19
H  0.89  -1.20  0.28
H  2.34  -1.76  -0.56
H  -2.78  0.00  -1.03
H  -1.35  -0.85  -1.06
H  -2.63  -1.33  0.11
H  -0.71  -0.18  1.22
H  -2.30  0.83  1.26
H  3.50  2.10  -0.64
H  -0.51  2.07  0.95
H  -0.10  0.51  -1.24